# C10H17N3O6

An isolated molecule of C10H17N3O6 in a non-equilibrium geometry (ωB97M-V with the def2-TZVPD basis set, OMol25).

Output
- Frontier orbital gap: 0.3472 hartree
- Energy relative to the best compared isomer or geometry (same formula, charge and spin): 30.89 kcal per mole
- HOMO level: -9.2 eV
- E: -27402.04188 eV

The geometry in ORCA input format:
```
! wB97M-V def2-TZVPD RIJCOSX def2/J DEFGRID3
* xyz 0 1
N 2.380 -2.547 0.105
C 3.665 -2.114 0.227
O 4.629 -2.654 0.727
C 3.894 -0.643 -0.331
C 2.675 0.185 -0.828
C 1.675 0.714 0.244
N 0.387 1.089 -0.278
C -0.535 0.022 -0.347
O -0.243 -1.130 -0.168
C -1.819 0.409 -1.021
N -2.488 -0.795 -1.462
C -2.824 1.276 -0.205
C -3.341 0.620 1.088
C -4.257 -0.596 0.873
O -5.030 -0.652 -0.064
O -3.968 -1.598 1.768
C 2.424 1.888 0.798
O 3.426 1.797 1.484
O 1.933 3.075 0.283
H 2.049 -3.353 0.559
H 1.698 -2.124 -0.450
H 4.638 -0.846 -1.129
H 4.525 -0.216 0.491
H 2.151 -0.423 -1.573
H 3.078 0.904 -1.482
H 1.644 -0.006 1.055
H 0.232 1.964 -0.771
H -1.761 0.951 -1.964
H -3.470 -0.601 -1.767
H -2.361 -1.480 -0.706
H -2.451 2.280 -0.003
H -3.778 1.393 -0.786
H -2.624 0.335 1.814
H -4.038 1.311 1.548
H -4.710 -2.196 1.764
H 2.599 3.761 0.508
*
```

# C10H17N3O6

C10H17N3O6 as an isolated structure in a non-equilibrium geometry (ωB97M-V with the def2-TZVPD basis set, OMol25).

Output
- Frontier orbital gap: 0.3347 hartree
- Energy relative to the best compared isomer or geometry (same formula, charge and spin): 270.41 kcal per mole
- HOMO level: -9.2 eV
- E: -27391.65542 eV

The geometry in ORCA input format:
```
! wB97M-V def2-TZVPD RIJCOSX def2/J DEFGRID3
* xyz 0 1
C 1.684 -0.796 -2.511
C 0.956 0.560 -1.813
C 2.440 -1.564 -1.420
C 1.659 -1.929 -0.003
C 0.434 -2.736 -0.015
C -0.659 1.572 -0.202
C 0.595 1.755 0.824
C -1.949 1.191 0.804
C -2.672 2.323 1.685
C -3.717 1.649 2.722
H 1.616 -0.954 -4.707
H 2.351 0.801 -3.315
H 0.750 -1.365 -2.952
H 2.744 -2.490 -1.901
H 3.525 -1.023 -1.110
H 2.616 -2.223 0.663
H 1.495 -1.217 0.823
H 1.552 -3.863 1.018
H -0.158 -4.799 0.664
H -0.595 -0.386 -0.689
H -0.777 2.409 -0.987
H -1.774 0.253 1.444
H -2.730 0.857 0.191
H -1.888 3.275 2.147
H -3.302 3.149 1.001
H -2.710 0.242 3.247
H 1.368 2.938 2.213
N 2.422 -0.527 -3.645
N 0.563 -3.950 0.286
N -0.167 0.502 -1.016
O 1.409 1.686 -2.071
O -0.647 -2.047 -0.513
O 1.145 0.787 1.454
O -4.779 2.269 2.825
O -3.599 0.677 3.585
O 0.799 2.973 1.274
*
```

# C10H17N6O5P

An isolated molecule of C10H17N6O5P in a non-equilibrium geometry (ωB97M-V with the def2-TZVPD basis set, OMol25).

Output
- Frontier orbital gap: 0.3241 hartree
- Energy relative to the best compared isomer or geometry (same formula, charge and spin): 62.08 kcal per mole
- HOMO level: -8.8 eV
- E: -39111.77171 eV

The geometry in ORCA input format:
```
! wB97M-V def2-TZVPD RIJCOSX def2/J DEFGRID3
* xyz 0 1
N 4.185 5.609 -3.575
C 4.153 4.487 -2.821
N 3.071 4.527 -2.164
C 2.773 3.325 -1.470
N 1.679 3.229 -0.824
N 1.818 2.008 -0.156
C 1.146 1.795 1.158
O -0.082 1.073 1.164
C 0.061 -0.240 0.747
C -1.298 -1.003 0.406
C -2.440 -1.069 1.579
C -3.528 -2.219 1.423
C -2.861 -3.637 1.475
P -4.329 -4.836 1.554
O -5.553 -4.149 1.368
O -4.143 -5.857 0.381
O -4.428 -5.375 2.987
N 2.897 1.282 -0.581
C 3.538 2.189 -1.299
C 4.735 2.326 -2.116
O 5.338 1.341 -2.463
N 5.091 3.533 -2.648
H 3.324 6.182 -3.547
H 4.916 5.777 -4.323
H 1.885 1.314 1.718
H 0.883 2.774 1.561
H 0.674 -0.788 1.521
H 0.755 -0.260 -0.130
H -1.700 -0.463 -0.472
H -1.056 -2.058 0.024
H -1.902 -1.231 2.456
H -2.886 -0.008 1.776
H -4.166 -2.168 2.267
H -4.106 -2.159 0.476
H -2.176 -3.925 0.692
H -2.416 -3.794 2.386
H -4.401 -5.298 -0.333
H -5.322 -5.700 3.062
H 5.870 3.467 -3.260
*
```

Copy entry 3 word for word.
# C10H17N6O5P

An isolated molecule of C10H17N6O5P in a non-equilibrium geometry (ωB97M-V with the def2-TZVPD basis set, OMol25).

Output
- Frontier orbital gap: 0.3241 hartree
- Energy relative to the best compared isomer or geometry (same formula, charge and spin): 62.08 kcal per mole
- HOMO level: -8.8 eV
- E: -39111.77171 eV

The geometry in ORCA input format:
```
! wB97M-V def2-TZVPD RIJCOSX def2/J DEFGRID3
* xyz 0 1
N 4.185 5.609 -3.575
C 4.153 4.487 -2.821
N 3.071 4.527 -2.164
C 2.773 3.325 -1.470
N 1.679 3.229 -0.824
N 1.818 2.008 -0.156
C 1.146 1.795 1.158
O -0.082 1.073 1.164
C 0.061 -0.240 0.747
C -1.298 -1.003 0.406
C -2.440 -1.069 1.579
C -3.528 -2.219 1.423
C -2.861 -3.637 1.475
P -4.329 -4.836 1.554
O -5.553 -4.149 1.368
O -4.143 -5.857 0.381
O -4.428 -5.375 2.987
N 2.897 1.282 -0.581
C 3.538 2.189 -1.299
C 4.735 2.326 -2.116
O 5.338 1.341 -2.463
N 5.091 3.533 -2.648
H 3.324 6.182 -3.547
H 4.916 5.777 -4.323
H 1.885 1.314 1.718
H 0.883 2.774 1.561
H 0.674 -0.788 1.521
H 0.755 -0.260 -0.130
H -1.700 -0.463 -0.472
H -1.056 -2.058 0.024
H -1.902 -1.231 2.456
H -2.886 -0.008 1.776
H -4.166 -2.168 2.267
H -4.106 -2.159 0.476
H -2.176 -3.925 0.692
H -2.416 -3.794 2.386
H -4.401 -5.298 -0.333
H -5.322 -5.700 3.062
H 5.870 3.467 -3.260
*
```

Q: What is the E in the third record?
A: -39111.77171 eV

Q: What is the formula in the third record?
A: C10H17N6O5P